Record 1
Density functional theory data (ωB97M-V/def2-TZVPD) for a 14-piece molecular cluster, C3H35N2O13S overall.

Computed properties:
* multiplicity: 1
* LUMO energy: 2.49 eV
* charge: -1
* highest occupied orbital energy: -0.1759 hartree

CARTESIAN COORDINATES (ANGSTROEM)
N: 1.4156 2.7326 -1.2745
C: 0.2975 2.0822 -0.6042
C: -0.3412 1.0045 -1.4732
S: 1.0179 -0.1377 -1.9777
C: -0.7073 3.2533 -0.2967
N: -1.1989 3.3523 1.1052
H: 2.2859 2.2873 -1.1635
H: 1.3058 2.8699 -2.2638
H: 0.6993 1.8143 0.4053
H: -1.1209 0.3518 -1.0921
H: -0.6320 1.6137 -2.3474
H: -0.2878 4.2636 -0.5405
H: -1.6082 3.1385 -0.9231
H: -0.8395 4.2035 1.5189
H: -0.6946 2.7314 1.7251
H: -3.3090 -0.9251 2.5499
H: -3.8150 0.4046 1.7620
O: -3.8909 -0.1566 2.5414
H: -2.9138 -1.6826 -1.8405
H: -3.1686 -0.0818 -1.9757
O: -3.4940 -0.9384 -1.7590
H: 4.1970 -0.0831 -0.0123
H: 2.6449 -0.4477 0.3083
O: 3.5700 -0.5409 0.5364
H: 1.4622 -0.1613 2.6440
H: 0.6608 0.3772 3.7096
O: 1.1608 0.7002 2.9469
H: -1.8482 -2.8516 2.2798
H: -1.9001 -2.3959 0.8232
O: -2.4051 -2.4139 1.6373
H: 1.5254 -2.5157 -2.2886
H: 0.5686 -3.6425 -2.5872
O: 1.4940 -3.4719 -2.3544
H: 1.2287 -2.6021 1.3045
H: 0.4370 -1.3032 0.9418
O: 0.8893 -1.7199 1.6811
H: -0.0125 -3.4730 0.0051
H: -0.9582 -4.5344 0.7230
O: -0.9201 -3.8035 0.0884
H: 3.5076 -0.7994 -3.0188
H: 3.3072 -0.4619 -1.6700
O: 4.0447 -0.8201 -2.1794
H: -2.4828 1.3395 3.2865
H: -2.2094 2.8240 2.7107
O: -2.3900 2.2759 3.4636
H: -3.0555 1.8488 -3.0907
H: -2.3922 0.7162 -4.0026
O: -3.1345 0.9623 -3.4532
H: 1.8199 3.3481 1.4140
H: 1.5897 2.4724 2.6240
O: 1.2445 3.2980 2.1990
H: 3.0044 -2.8944 0.5437
H: 2.1625 -3.2410 -0.6441
O: 2.2340 -3.4398 0.3286

Force components x, y, z for each atom (eV/Å):
N -0.09 1.14 0.28
C -0.28 1.85 1.28
C 1.78 -0.08 -0.43
S -0.26 -0.67 -0.03
C -0.74 0.53 0.37
N -0.16 0.09 0.12
H 0.85 -1.03 0.15
H -0.38 -0.10 -0.31
H -0.51 -0.62 -0.96
H -0.36 0.68 0.32
H -0.42 -0.66 0.04
H -0.01 -1.10 -0.12
H 0.21 -0.06 -0.05
H -0.14 0.36 -0.34
H 0.18 -0.63 -0.51
H 0.16 0.07 -1.15
H 0.41 -0.70 -0.07
O -0.59 0.62 1.03
H 0.91 0.18 -0.20
H 1.02 0.38 -0.80
O -2.04 -1.29 1.33
H -0.30 0.34 -0.61
H -0.25 0.55 -0.76
O 0.48 -0.97 1.75
H 0.41 -0.36 -0.88
H -0.23 0.70 0.05
O -0.19 -0.44 0.89
H 0.36 -0.01 -0.04
H 0.17 -0.28 -0.13
O -1.01 0.56 0.88
H -0.25 1.01 -0.24
H 0.30 0.05 0.17
O -0.20 -0.69 -0.11
H -0.21 1.71 0.43
H -0.05 0.21 -0.24
O 0.10 -1.26 0.11
H -0.08 -0.60 0.15
H 0.41 0.39 -0.29
O 0.17 -0.21 -0.62
H 1.27 -0.19 0.59
H -0.15 0.15 0.71
O -1.06 0.01 -1.76
H -0.22 0.02 -0.71
H -0.08 -0.26 -1.18
O -0.10 0.20 2.10
H 0.55 0.06 -0.39
H 0.47 0.40 0.05
O -0.89 0.23 0.02
H -0.42 0.30 0.21
H -0.68 0.63 -0.19
O 1.75 -0.58 0.21
H 0.08 0.13 0.34
H -0.34 -0.77 0.73
O 0.63 0.01 -1.19

Record 2
Density functional theory data (ωB97M-V/def2-TZVPD) for a 15-piece molecular cluster, C3H35O15 overall.

Computed properties:
* multiplicity: 1
* LUMO energy: 1.62 eV
* charge: -1
* highest occupied orbital energy: -0.2108 hartree

CARTESIAN COORDINATES (ANGSTROEM)
C: 0.6810 -0.9764 -0.4624
C: -0.0550 0.2733 -0.7945
C: -1.2394 0.2435 -1.7496
O: -0.4040 0.8765 0.4074
H: 1.0445 -1.5317 -1.3671
H: 0.0401 -1.6935 0.0392
H: 1.4909 -0.7094 0.1426
H: 0.5863 0.9733 -1.3172
H: -2.1749 -0.0234 -1.3284
H: -0.9672 -0.3515 -2.5947
H: -1.3277 1.2590 -2.1281
O: -0.8968 3.2504 -3.9491
H: -0.9141 2.3140 -3.9747
H: -1.6491 3.2537 -3.3626
O: 0.8833 -2.8332 3.1018
H: 1.3405 -3.0329 2.3272
H: 0.5862 -1.9667 2.8731
O: 4.1741 -1.5115 0.3305
H: 3.5172 -2.2330 0.3301
H: 5.0279 -1.8723 0.5551
O: 2.9936 -0.7547 2.5834
H: 3.4246 0.0237 2.9721
H: 3.4843 -0.9028 1.7842
O: 2.2013 -3.4748 0.8279
H: 2.7953 -3.7497 1.5595
H: 1.6413 -4.2389 0.6813
O: -1.9023 -3.2826 0.0588
H: -1.8112 -2.3355 0.0973
H: -1.0298 -3.6006 -0.0982
O: -3.1371 3.3325 -2.2116
H: -3.9663 2.7783 -2.2555
H: -2.8201 3.1913 -1.3375
O: 3.3909 0.3043 -1.2673
H: 3.7949 -0.4542 -0.7184
H: 2.5042 0.0251 -1.5295
O: -2.3629 -0.7287 1.1391
H: -2.6454 -0.6647 2.0435
H: -1.6766 -0.1401 0.8746
O: -0.1659 3.4585 -0.8703
H: -0.1489 2.5705 -0.4639
H: 0.5782 3.6036 -1.4507
O: -4.8206 -0.2520 -0.4426
H: -5.4925 -0.4563 0.2161
H: -3.9435 -0.2205 -0.0694
O: -2.9295 2.3039 0.4039
H: -3.0569 3.1332 0.8205
H: -1.9929 2.1383 0.5816
O: 1.9898 2.0961 0.5994
H: 1.0994 1.6526 0.5905
H: 2.6809 1.4627 0.3925
O: 0.2761 -0.1717 2.7684
H: 1.2163 -0.3221 2.7875
H: 0.0877 -0.0329 1.8539

Force components x, y, z for each atom (eV/Å):
C -0.79 -1.80 -2.17
C -0.96 1.15 0.08
C 1.01 0.48 -0.33
O -0.33 0.50 0.27
H -0.05 0.44 0.46
H -0.02 0.08 0.42
H 1.23 0.14 1.08
H 1.08 -0.03 -0.39
H -0.79 -0.60 0.39
H -0.17 -0.76 -0.76
H -0.29 0.14 0.12
O 0.15 0.52 -0.36
H 0.97 -1.82 -0.77
H -1.04 1.39 0.97
O -0.65 -1.12 2.07
H 0.97 -0.62 -1.67
H -1.07 1.61 0.32
O 0.02 -0.75 0.32
H 0.07 -0.04 -0.24
H 0.39 -0.29 0.00
O 0.17 0.61 1.39
H -0.37 -0.22 -0.08
H 0.34 0.00 -0.85
O 1.28 -0.31 0.38
H -0.48 0.08 -0.48
H -0.20 -0.19 -0.23
O -0.84 -0.78 -0.17
H -0.37 0.87 0.45
H 0.90 -0.39 -0.19
O -2.10 -0.46 -1.83
H 1.46 0.83 0.14
H 0.62 -0.48 1.55
O 0.86 -0.97 0.49
H -1.07 1.68 -1.47
H 0.28 0.10 0.11
O -2.21 -2.19 -0.66
H 0.44 0.37 0.44
H 1.71 2.04 0.19
O -1.06 0.33 0.29
H 0.36 0.34 -0.14
H 0.27 -0.44 0.02
O -1.21 0.08 -1.11
H 0.69 0.04 0.15
H 0.44 -0.13 1.00
O 0.11 -0.66 -0.38
H -0.48 1.35 0.70
H 0.54 -0.75 -0.20
O -0.03 0.45 0.42
H 0.55 -0.12 0.34
H -0.26 -0.20 -0.37
O -0.34 -0.68 1.91
H 0.83 0.25 0.05
H -0.56 0.95 -1.69

Record 3
Density functional theory data (ωB97M-V/def2-TZVPD) for a 15-piece molecular cluster, C3H36NO15S2 overall.

Computed properties:
* multiplicity: 1
* LUMO energy: -2.30 eV
* charge: +1
* highest occupied orbital energy: -0.4269 hartree

CARTESIAN COORDINATES (ANGSTROEM)
N: 0.3748 -0.4866 -1.7819
C: -0.3960 -0.6227 -0.4987
C: -1.6000 -1.5811 -0.6527
O: -1.5763 -2.4461 -1.4851
C: -0.7043 0.7278 0.0855
S: -0.1734 0.5683 1.8972
S: -1.3748 1.8274 3.0944
H: -0.2757 -0.3866 -2.5687
H: 1.0022 0.3303 -1.7897
H: 1.0645 -1.2215 -1.8975
H: 0.2349 -1.0237 0.3083
H: -2.5151 -1.2263 -0.2101
H: -0.1358 1.5443 -0.3507
H: -1.7281 1.0678 -0.0963
H: -2.1063 0.9807 3.8458
H: -2.4784 3.5921 -2.0140
H: -1.7946 3.8659 -0.7512
O: -1.8121 3.1771 -1.4482
H: 4.7815 -1.9206 1.7983
H: 3.3277 -2.2250 2.3745
O: 3.8438 -1.9329 1.5949
H: -5.1346 -0.8560 1.4597
H: -3.8916 -0.1963 2.2901
O: -4.2734 -0.4365 1.4484
H: 2.2498 -3.8714 -1.1574
H: 2.5878 -3.0063 -0.0439
O: 1.7952 -3.2494 -0.5669
H: 0.8499 -4.3501 0.7790
H: 1.4771 -4.4982 2.1148
O: 0.5962 -4.3967 1.7218
H: 0.1966 2.8384 -2.0911
H: 1.6226 3.5276 -1.4606
O: 1.1508 2.8760 -1.9841
H: -2.4333 0.0453 -2.7613
H: -2.0511 -0.4463 -4.2932
O: -1.8502 0.1272 -3.5415
H: 3.3999 2.4078 0.8552
H: 1.9827 2.2386 1.3170
O: 2.5041 2.3125 0.4984
H: -0.9280 5.6813 0.4480
H: -2.3660 6.0481 0.5806
O: -1.8095 5.2953 0.3450
H: -4.2436 0.5711 -2.0649
H: -3.9522 -0.4254 -0.8687
O: -3.5616 0.1822 -1.5060
H: -0.7351 -2.3835 3.3031
H: -0.0414 -3.0236 2.2223
O: -0.0980 -2.0916 2.6275
H: 2.6071 -1.9043 4.1059
H: 1.3330 -2.4700 3.3078
O: 2.2696 -2.6474 3.5955
H: 1.7699 1.6558 -3.5199
H: 2.7558 0.9462 -2.5778
O: 2.2125 0.8107 -3.3692
H: 2.7355 0.8574 -0.2924
H: 2.7039 -0.6877 0.1864
O: 2.6114 -0.0893 -0.5618

Force components x, y, z for each atom (eV/Å):
N -0.34 0.01 0.70
C 0.75 -0.27 0.65
C 1.01 1.15 -1.87
O 0.04 -0.35 0.46
C -0.88 1.16 0.79
S -1.11 1.43 -0.17
S 0.52 0.10 -0.66
H -0.17 -0.22 -0.44
H -0.40 -0.01 0.14
H -0.23 -0.60 -0.17
H 0.35 -0.79 -0.93
H -0.23 -0.43 1.23
H 0.46 -0.30 -0.01
H -0.12 -0.30 0.61
H 0.17 -0.38 -0.34
H 0.15 -0.46 -0.34
H 0.23 -0.36 0.07
O -0.30 0.70 0.04
H -0.03 -0.10 0.10
H 0.13 -0.21 0.10
O -0.26 0.19 -0.79
H 0.00 0.07 0.94
H -0.58 -0.19 0.42
O 0.55 0.05 -1.51
H -0.62 -0.01 -0.37
H -0.46 0.44 0.27
O 1.29 -0.32 0.05
H -0.45 0.23 0.05
H -0.28 -0.04 0.44
O 0.73 -0.59 -0.55
H -0.34 1.31 0.73
H -1.12 0.23 0.18
O 0.99 -1.27 -0.87
H -0.33 -0.52 -0.68
H -0.39 0.01 0.67
O 1.03 0.41 -0.10
H 0.02 0.18 -0.21
H -0.28 -0.19 -0.36
O 0.51 0.56 0.87
H 0.00 -0.30 -0.09
H -0.33 -0.26 -0.08
O 0.41 0.68 0.29
H -0.25 -0.11 0.33
H -0.46 0.31 -0.06
O 0.08 0.26 -0.24
H -0.06 0.89 0.22
H 0.61 0.90 -0.36
O -1.03 -2.35 0.30
H -0.46 -0.01 0.21
H 0.53 0.59 0.36
O 0.20 -0.34 -0.05
H 0.27 0.06 0.18
H -0.05 0.05 -0.41
O 0.11 -0.32 -0.04
H -0.30 -1.10 0.47
H 0.54 0.32 0.37
O 0.18 0.41 -0.54